Formula: C6H12N
Source: the OMol25 dataset
Level of theory: ωB97M-V/def2-TZVPD

Properties
HOMO energy (eV): -12.48
Max |F| (Eh/bohr): 0.020
Spin multiplicity: 1
Net charge: +1
Kohn-Sham gap (eV): 7.4

XYZ file:
```
19
C6H12N ωB97M-V/def2-TZVPD
C 2.37 -2.53 0.94
C 1.56 -1.57 1.40
C 0.11 -1.61 1.14
C -0.74 -0.61 1.40
H 1.91 -3.36 0.40
H 3.44 -2.54 1.07
H 1.95 -0.74 1.99
H -0.22 -2.50 0.62
H -1.78 -0.62 1.11
H -0.40 0.33 1.83
C -0.34 1.85 -2.27
C -1.76 1.91 -0.31
N -0.73 1.45 -0.91
H -0.28 0.93 -2.86
H 0.63 2.33 -2.25
H -1.11 2.51 -2.66
H -2.46 2.52 -0.87
H -1.95 1.54 0.69
H -0.19 0.70 -0.45
```

Okay, here come the Löwdin numbers, in e, for every atom: number 1, C, carries 0.04; number 2, C, carries -0.19; number 3, C, carries -0.18; number 4, C, carries -0.05; number 5, H, carries 0.07; number 6, H, carries 0.07; number 7, H, carries 0.11; number 8, H, carries 0.11; number 9, H, carries 0.06; number 10, H, carries 0.07; number 11, C, carries 0.02; number 12, C, carries 0.18; number 13, N, carries 0.01; number 14, H, carries 0.11; number 15, H, carries 0.11; number 16, H, carries 0.10; number 17, H, carries 0.13; number 18, H, carries 0.10; number 19, H, carries 0.14